Entry from the Open Molecules 2025 dataset: C23H27N3O6S in the gas phase (ωB97M-V with the def2-TZVPD basis set).

Structure (XYZ):
```
60
C23H27N3O6S | the Open Molecules 2025 dataset | ωB97M-V with the def2-TZVPD basis set
C -8.390 -0.948 -0.573
C -6.950 -0.516 -0.799
O -6.126 -1.337 0.008
C -4.783 -1.149 -0.013
C -4.118 -0.196 -0.778
C -2.738 -0.100 -0.719
C -2.002 -0.937 0.103
N -0.598 -0.777 0.155
C 0.261 -1.941 0.079
C 1.434 -1.578 -0.838
O 1.249 -1.284 -2.002
N 2.636 -1.613 -0.226
C 3.869 -1.183 -0.727
C 4.138 -0.982 -2.072
C 5.385 -0.528 -2.468
C 6.366 -0.275 -1.528
C 6.113 -0.484 -0.181
C 4.873 -0.945 0.232
O 4.543 -1.235 1.532
C 4.997 -0.360 2.551
C 4.428 1.044 2.387
S -0.086 0.475 1.137
O -0.944 0.603 2.278
O 1.319 0.281 1.379
C -0.282 1.902 0.126
C -1.320 2.880 0.148
C -2.521 2.902 1.011
N -1.069 3.802 -0.741
O 0.101 3.480 -1.357
C 0.583 2.346 -0.843
C 1.855 1.798 -1.351
C -2.665 -1.892 0.869
C -4.036 -2.000 0.807
H -9.057 -0.340 -1.177
H -8.511 -1.992 -0.848
H -8.652 -0.833 0.475
H -6.679 -0.635 -1.857
H -6.822 0.539 -0.518
H -4.659 0.472 -1.430
H -2.225 0.625 -1.332
H -0.306 -2.749 -0.389
H 0.608 -2.257 1.069
H 2.652 -1.686 0.785
H 3.365 -1.171 -2.797
H 5.586 -0.370 -3.517
H 7.337 0.082 -1.835
H 6.889 -0.290 0.544
H 6.093 -0.339 2.590
H 4.628 -0.815 3.473
H 4.658 1.641 3.264
H 4.854 1.526 1.509
H 3.348 0.984 2.264
H -2.267 2.517 1.995
H -3.288 2.253 0.590
H -2.909 3.914 1.075
H 1.659 0.957 -2.018
H 2.448 1.429 -0.518
H 2.398 2.565 -1.897
H -2.102 -2.546 1.517
H -4.563 -2.734 1.395
```

Largest force on an atom (Eh/bohr): 0.027
SMILES string: CCOc1ccc(N(CC(=O)Nc2ccccc2OCC)S(=O)(=O)c2c(C)noc2C)cc1
Calculated total energy (hartree): -1906.496065
Energy above the lowest of the compared OMol25 structures with the same formula, charge and spin (eV): 3.1308
Orbital gap (eV): 9.004
LUMO energy (hartree): 0.023